[1]
The following is a quantum chemistry calculation of 11 unconnected molecules or ions with the total composition C23H72N18O11 at a distorted geometry, from the OMol25 dataset.

Properties
Gap between HOMO and LUMO (eV): 9.90
Net charge: 0
LUMO (eV): 0.5543
Calculated total energy (eV): -74368.84209
ΔE to the lowest compared entry with this formula, charge and spin (kJ/mol): 64.78
SMILES: COC[C@H](C)N.COC[C@H](C)N.COC[C@H](C)N.COC[C@H](C)N.NC(N)=O.NC(N)=O.NC(N)=O.NC(N)=O.NC(N)=O.NC(N)=O.NC(N)=O

Each line ends with the Mulliken charge.
Cartesian coordinates (Å):
1 C -0.75 2.19 -5.24  -0.701
2 O -1.03 0.83 -5.02  -0.266
3 C 0.13 0.02 -4.79  -0.789
4 C -0.42 -1.11 -3.90  0.607
5 C -1.40 -2.04 -4.62  -1.642
6 N -1.08 -0.68 -2.63  0.261
7 H -0.23 2.68 -4.39  0.193
8 H -1.71 2.69 -5.39  0.243
9 H -0.01 2.30 -6.12  0.319
10 H 0.60 -0.54 -5.67  0.309
11 H 0.85 0.69 -4.35  0.447
12 H 0.38 -1.72 -3.46  0.383
13 H -1.80 -2.74 -3.92  0.347
14 H -0.91 -2.57 -5.40  0.450
15 H -2.16 -1.42 -5.01  0.383
16 H -1.19 -1.56 -2.06  -0.403
17 H -2.02 -0.34 -2.68  -0.043
18 C 2.72 -4.18 1.41  -0.998
19 O 2.43 -4.55 0.10  -0.242
20 C 3.23 -3.81 -0.84  -0.969
21 C 3.10 -4.32 -2.25  0.971
22 C 4.07 -3.61 -3.08  -1.796
23 N 1.70 -4.02 -2.88  -0.352
24 H 2.02 -4.69 2.04  0.319
25 H 2.64 -3.11 1.67  0.226
26 H 3.71 -4.44 1.71  0.569
27 H 2.84 -2.79 -0.81  0.152
28 H 4.23 -3.81 -0.48  0.577
29 H 3.45 -5.43 -2.22  0.163
30 H 5.09 -4.05 -2.95  0.417
31 H 4.25 -2.55 -2.94  0.335
32 H 3.86 -3.64 -4.13  0.428
33 H 1.00 -3.99 -2.15  0.015
34 H 1.61 -4.83 -3.45  0.284
35 C 3.79 -2.60 6.27  -0.815
36 O 2.55 -2.52 5.71  -0.321
37 C 1.94 -1.27 5.77  -0.942
38 C 1.24 -1.04 4.43  0.933
39 C 0.31 0.17 4.57  -0.880
40 N 0.47 -2.21 3.93  -0.497
41 H 3.80 -2.39 7.34  0.295
42 H 4.50 -1.95 5.71  0.343
43 H 4.14 -3.59 6.12  0.272
44 H 1.20 -1.13 6.59  0.327
45 H 2.68 -0.41 5.96  0.365
46 H 2.05 -0.80 3.73  0.042
47 H -0.46 0.08 5.36  0.493
48 H -0.22 0.46 3.64  -0.396
49 H 0.81 1.15 4.74  0.332
50 H 1.17 -2.97 4.04  0.201
51 H -0.33 -2.40 4.51  0.234
52 C -1.37 4.01 3.21  -0.601
53 O -2.15 2.83 2.98  -0.341
54 C -2.66 2.70 1.69  -0.104
55 C -3.47 1.39 1.50  -0.019
56 C -2.65 0.23 2.01  -1.000
57 N -3.74 1.23 0.11  -0.447
58 H -0.65 3.89 4.00  0.346
59 H -2.15 4.79 3.56  0.278
60 H -0.90 4.46 2.37  0.126
61 H -3.31 3.54 1.47  0.425
62 H -1.82 2.64 0.95  0.135
63 H -4.41 1.40 2.06  0.419
64 H -2.72 0.21 3.04  0.697
65 H -1.53 0.33 1.78  -0.391
66 H -2.97 -0.68 1.53  0.167
67 H -2.88 1.19 -0.38  -0.013
68 H -4.29 2.03 -0.22  0.280
69 N -4.72 -1.43 -1.02  -0.517
70 C -3.79 -2.50 -1.00  0.534
71 N -4.24 -3.73 -1.39  -0.326
72 O -2.65 -2.34 -0.60  -0.787
73 H -5.64 -1.68 -0.71  0.247
74 H -4.36 -0.57 -0.57  0.235
75 H -3.63 -4.58 -1.23  0.211
76 H -5.20 -3.82 -1.78  0.183
77 N -0.86 -4.51 -0.15  -0.100
78 C -1.05 -5.65 -0.86  0.713
79 N -0.12 -6.63 -0.79  -0.464
80 O -2.11 -5.83 -1.41  -0.752
81 H 0.07 -4.23 0.16  0.064
82 H -1.67 -3.89 -0.28  -0.063
83 H -0.26 -7.22 -1.59  0.262
84 H 0.81 -6.43 -0.39  0.268
85 N 1.81 3.05 2.51  0.090
86 C 3.17 3.30 2.40  0.241
87 N 3.94 2.18 2.27  -0.317
88 O 3.68 4.44 2.35  -0.782
89 H 1.40 2.19 2.22  0.025
90 H 1.30 3.88 2.37  0.112
91 H 4.89 2.38 2.04  0.274
92 H 3.46 1.39 1.91  0.173
93 N 3.36 3.53 -0.75  -0.340
94 C 2.10 4.31 -0.90  0.414
95 N 1.94 5.25 0.06  -0.276
96 O 1.31 3.98 -1.80  -0.746
97 H 3.63 3.04 -1.59  0.217
98 H 4.16 3.77 -0.20  0.227
99 H 1.10 5.75 0.29  0.218
100 H 2.49 5.14 0.90  0.229
101 N -1.12 6.31 -1.63  -0.540
102 C -1.54 6.47 -0.37  0.810
103 N -2.84 6.67 -0.09  -0.501
104 O -0.78 6.36 0.61  -0.736
105 H -0.25 5.78 -1.64  0.190
106 H -1.84 5.84 -2.27  0.275
107 H -3.48 6.46 -0.80  0.233
108 H -3.11 6.45 0.86  0.236
109 N -1.27 2.60 -2.18  1.356
110 C -2.45 2.94 -2.78  0.137
111 N -3.17 1.88 -3.27  -0.008
112 O -2.86 4.08 -2.93  -0.764
113 H -1.03 1.61 -2.18  -0.490
114 H -0.60 3.29 -1.80  -0.252
115 H -2.84 1.01 -3.58  0.066
116 H -3.93 2.10 -3.85  0.300
117 N 0.07 -1.64 0.80  0.917
118 C 0.87 -0.45 0.74  -0.700
119 N 0.73 0.29 -0.42  0.466
120 O 1.64 -0.06 1.64  -0.166
121 H -0.83 -1.52 0.38  -0.343
122 H 0.00 -1.97 1.74  0.399
123 H 0.26 -0.01 -1.28  -0.295
124 H 0.91 1.30 -0.38  -0.205

[2]
The following is a quantum chemistry calculation of 13 unconnected molecules or ions with the total composition C23H72N4O13 at a distorted geometry, from the OMol25 dataset.

Properties
Gap between HOMO and LUMO (eV): 8.92
Net charge: 0
LUMO (eV): 0.1478
Calculated total energy (eV): -57585.97715
ΔE to the lowest compared entry with this formula, charge and spin (kJ/mol): 255.24

Each line ends with the Mulliken charge.
Cartesian coordinates (Å):
1 C -3.44 -13.27 -29.79  0.349
2 O -2.44 -13.42 -30.76  -0.641
3 H -4.26 -12.80 -30.32  -0.168
4 H -3.09 -12.67 -28.96  -0.299
5 H -3.70 -14.25 -29.44  0.320
6 H -2.32 -12.59 -31.24  0.466
7 C -4.96 -10.77 -27.88  -0.438
8 O -4.90 -10.98 -26.50  3.276
9 H -4.81 -11.64 -28.36  0.045
10 H -4.14 -10.21 -28.18  0.064
11 H -5.90 -10.33 -28.20  -1.040
12 H -4.80 -10.13 -26.12  -1.266
13 C -2.04 -10.21 -30.66  0.559
14 O -2.34 -10.94 -31.84  -0.674
15 H -2.78 -10.36 -29.92  -0.716
16 H -2.02 -9.09 -30.87  0.405
17 H -1.06 -10.48 -30.14  0.310
18 H -2.86 -10.42 -32.41  0.310
19 C -5.36 -10.74 -31.72  -0.210
20 O -5.06 -11.82 -32.53  -0.554
21 H -6.39 -10.48 -31.78  0.578
22 H -4.77 -9.87 -31.90  -0.051
23 H -5.26 -11.07 -30.72  -0.093
24 H -5.51 -12.59 -32.25  0.376
25 C -4.20 -7.12 -29.53  -0.989
26 O -5.23 -7.88 -28.90  0.325
27 H -4.69 -6.17 -29.89  0.356
28 H -3.75 -7.60 -30.37  0.232
29 H -3.45 -6.96 -28.82  0.245
30 H -5.99 -7.60 -29.36  -0.161
31 C -4.18 -6.77 -25.87  -0.909
32 O -4.87 -7.93 -26.18  -0.367
33 H -4.59 -5.90 -26.44  0.258
34 H -3.05 -6.78 -26.01  0.135
35 H -4.27 -6.53 -24.82  0.447
36 H -5.06 -7.91 -27.14  -0.109
37 C -6.65 -7.34 -23.27  0.722
38 O -5.69 -6.42 -22.91  -0.749
39 N -7.43 -7.89 -22.43  -0.423
40 N -6.80 -7.97 -24.39  0.305
41 H -7.16 -7.95 -21.46  0.272
42 H -8.26 -8.34 -22.81  0.169
43 H -6.05 -7.85 -25.07  0.263
44 H -7.61 -8.54 -24.59  -0.259
45 C -5.09 -14.36 -26.91  0.386
46 O -6.38 -13.84 -27.07  -0.697
47 N -4.15 -13.59 -26.55  0.023
48 N -4.83 -15.59 -26.94  -0.340
49 H -4.36 -12.61 -26.52  -0.730
50 H -3.16 -13.99 -26.73  0.322
51 H -5.62 -16.23 -27.27  0.333
52 H -4.01 -16.15 -26.62  0.194
53 C -6.89 -7.56 -31.62  -1.134
54 C -7.91 -7.69 -30.52  0.035
55 C -8.17 -9.08 -30.12  -0.129
56 O -7.68 -6.96 -29.55  -0.395
57 H -7.07 -8.36 -32.30  0.479
58 H -5.84 -7.69 -31.29  0.122
59 H -7.02 -6.54 -32.04  0.367
60 H -8.90 -7.31 -30.91  0.342
61 H -8.34 -9.79 -30.92  0.557
62 H -9.09 -9.19 -29.57  0.094
63 H -7.32 -9.48 -29.55  -0.401
64 H -7.38 -6.10 -29.85  0.342
65 C -9.90 -8.90 -27.01  -1.808
66 C -9.27 -9.94 -26.08  0.187
67 C -7.94 -10.49 -26.62  -0.324
68 O -9.09 -9.68 -24.87  -0.458
69 H -10.71 -8.30 -26.60  0.470
70 H -10.36 -9.47 -27.78  0.473
71 H -9.24 -8.19 -27.39  0.177
72 H -10.06 -10.71 -26.03  0.406
73 H -7.10 -9.75 -26.35  -0.482
74 H -7.95 -10.81 -27.65  0.907
75 H -7.67 -11.43 -26.11  -0.012
76 H -9.87 -9.92 -24.35  0.393
77 C -1.76 -8.82 -27.40  0.182
78 C -0.69 -9.81 -27.04  0.018
79 C -1.21 -11.18 -27.17  0.008
80 O 0.23 -9.73 -27.85  -0.482
81 H -2.65 -8.96 -26.88  -0.186
82 H -2.12 -8.98 -28.40  -0.554
83 H -1.47 -7.79 -27.29  0.557
84 H -0.43 -9.68 -25.94  0.346
85 H -1.43 -11.42 -28.24  -0.250
86 H -2.16 -11.21 -26.57  -0.676
87 H -0.57 -11.95 -26.75  0.504
88 H 0.81 -9.08 -27.46  0.508
89 C -2.78 -9.36 -24.05  -0.450
90 C -1.76 -10.05 -23.13  0.178
91 C -1.94 -11.54 -23.35  -0.929
92 O -0.62 -9.76 -23.45  -0.539
93 H -2.66 -9.76 -25.04  -0.428
94 H -2.77 -8.28 -23.99  0.729
95 H -3.75 -9.68 -23.75  -0.128
96 H -1.87 -9.79 -22.06  0.331
97 H -1.70 -11.68 -24.39  0.082
98 H -2.98 -11.79 -23.12  0.234
99 H -1.26 -12.19 -22.75  0.395
100 H -0.60 -8.84 -23.72  0.401
101 C -5.79 -12.23 -23.83  -0.980
102 C -6.57 -11.05 -23.18  2.466
103 C -7.85 -11.38 -22.40  -1.633
104 O -5.84 -10.26 -22.54  -0.728
105 H -5.92 -13.05 -23.11  0.513
106 H -4.75 -11.93 -23.92  -0.341
107 H -6.21 -12.44 -24.86  0.069
108 H -6.83 -10.43 -24.06  -0.909
109 H -7.74 -12.00 -21.53  0.376
110 H -8.51 -12.07 -22.94  0.342
111 H -8.31 -10.42 -22.22  0.312
112 H -6.21 -9.37 -22.58  0.289